{
  "formula": "C5H8N2",
  "method": "the ωB97M-V functional and the def2-TZVPD basis",
  "symbols": ["C", "C", "C", "N", "C", "C", "N", "H", "H", "H", "H", "H", "H", "H", "H"],
  "xyz": [[2.102, 0.146, 0.351], [0.630, 0.385, 0.111], [0.028, 0.287, -1.245], [-0.166, -0.772, -0.265], [-1.496, -0.935, 0.296], [-2.219, 0.313, 0.633], [-2.766, 1.297, 0.900], [2.248, -0.573, 1.163], [2.607, 1.078, 0.619], [2.584, -0.255, -0.547], [0.150, 1.110, 0.771], [-0.820, 0.937, -1.482], [0.659, 0.007, -2.089], [-2.110, -1.486, -0.425], [-1.430, -1.539, 1.208]],
  "e_homo_ev": -9.89,
  "e_above_lowest_kj_mol": 156.76,
  "e_tot_ha": -304.7758,
  "smiles": "C[C@H]1CN1CC#N",
  "mol_weight_da": 96.13
}

***

{
  "formula": "C42H82BClFN2O11S",
  "method": "the ωB97M-V functional and the def2-TZVPD basis",
  "symbols": ["C", "C", "C", "C", "C", "C", "S", "O", "O", "O", "C", "F", "N", "C", "C", "O", "Cl", "C", "O", "C", "C", "C", "C", "C", "C", "C", "C", "C", "C", "C", "C", "O", "C", "C", "N", "B", "O", "C", "C", "H", "H", "H", "H", "H", "H", "H", "H", "H", "H", "H", "H", "H", "H", "H", "H", "H", "H", "H", "H", "H", "H", "H", "H", "H", "H", "H", "H", "H", "H", "H", "H", "H", "H", "H", "H", "H", "H", "H", "H", "H", "H", "H", "H", "H", "H", "H", "H", "H", "H", "C", "C", "C", "O", "C", "H", "H", "H", "H", "H", "H", "H", "H", "C", "C", "C", "O", "C", "H", "H", "H", "H", "H", "H", "H", "H", "C", "C", "C", "O", "C", "H", "H", "H", "H", "H", "H", "H", "H", "C", "C", "C", "O", "C", "H", "H", "H", "H", "H", "H", "H", "H"],
  "xyz": [[3.482, -1.156, 1.027], [2.966, -1.229, 2.262], [1.525, -1.506, 2.696], [1.223, -0.484, 3.837], [1.921, 0.877, 3.706], [3.184, 1.028, 4.580], [4.514, 1.705, 3.602], [5.393, 0.669, 3.158], [3.984, 2.517, 2.547], [5.273, 2.662, 4.614], [1.488, -2.876, 3.439], [2.669, -3.163, 4.033], [1.009, -4.001, 2.601], [1.335, -5.341, 3.190], [0.231, -6.385, 3.057], [0.254, -7.370, 3.788], [-1.097, -6.160, 1.912], [1.432, -3.855, 1.170], [1.306, -5.030, 0.459], [2.548, -5.624, 0.065], [3.132, -5.068, -1.242], [3.147, -6.082, -2.397], [4.455, -6.053, -3.205], [0.750, -2.656, 0.515], [-0.548, -3.046, -0.206], [-0.348, -3.613, -1.628], [-0.286, -2.525, -2.739], [0.801, -2.862, -3.779], [2.176, -2.215, -3.504], [2.550, -1.093, -4.465], [1.512, 0.009, -4.483], [2.001, 1.137, -5.164], [0.970, 2.083, -5.381], [0.484, -1.490, 1.566], [-0.868, -1.789, 2.150], [0.336, -0.059, 0.837], [-0.228, 0.940, 1.608], [0.748, 0.331, -0.622], [-0.470, 0.973, -1.370], [3.280, -1.830, 0.206], [4.210, -0.376, 0.839], [3.667, -1.079, 3.071], [1.559, -0.925, 4.776], [0.156, -0.331, 3.942], [1.228, 1.617, 4.100], [2.107, 1.187, 2.687], [3.013, 1.719, 5.398], [3.489, 0.057, 4.950], [5.815, 3.236, 4.052], [0.752, -2.769, 4.238], [-0.022, -3.959, 2.622], [2.252, -5.728, 2.764], [1.523, -5.257, 4.254], [2.497, -3.618, 1.197], [2.339, -6.681, -0.079], [3.308, -5.583, 0.849], [4.182, -4.855, -1.040], [2.690, -4.120, -1.537], [2.292, -5.932, -3.053], [3.055, -7.095, -2.011], [5.297, -5.719, -2.608], [4.351, -5.476, -4.118], [4.693, -7.062, -3.535], [1.448, -2.344, -0.256], [-1.207, -2.187, -0.314], [-1.062, -3.804, 0.378], [0.535, -4.233, -1.712], [-1.238, -4.206, -1.823], [-1.247, -2.509, -3.244], [-0.141, -1.564, -2.253], [0.437, -2.569, -4.761], [0.934, -3.942, -3.783], [2.924, -2.996, -3.650], [2.259, -1.890, -2.465], [2.738, -1.460, -5.470], [3.475, -0.644, -4.099], [1.304, 0.284, -3.442], [0.609, -0.351, -4.990], [0.401, 1.762, -6.256], [0.292, 2.140, -4.524], [1.384, 3.072, -5.525], [-1.572, -1.133, 1.846], [-0.843, -1.851, 3.158], [0.329, 1.722, 1.613], [1.233, -0.446, -1.204], [1.489, 1.132, -0.523], [-0.551, 0.614, -2.389], [-1.378, 0.785, -0.808], [-0.322, 2.047, -1.421], [-5.552, 0.134, 0.070], [-5.308, -1.007, 1.054], [-4.097, -1.689, 0.436], [-3.343, -0.671, -0.232], [-4.131, 0.527, -0.313], [-6.119, 0.962, 0.491], [-6.088, -0.237, -0.805], [-5.053, -0.604, 2.037], [-6.157, -1.678, 1.173], [-4.398, -2.434, -0.307], [-3.463, -2.177, 1.179], [-3.718, 1.258, 0.391], [-4.061, 0.938, -1.320], [-1.875, 6.264, -4.093], [-0.697, 7.162, -3.742], [0.482, 6.317, -4.207], [0.019, 5.542, -5.317], [-1.407, 5.632, -5.395], [-2.815, 6.799, -4.195], [-2.000, 5.494, -3.325], [-0.750, 8.086, -4.317], [-0.641, 7.423, -2.686], [0.812, 5.626, -3.422], [1.336, 6.919, -4.519], [-1.664, 6.260, -6.254], [-1.824, 4.636, -5.557], [-1.368, -3.025, 7.837], [-2.606, -3.100, 6.950], [-2.616, -1.719, 6.313], [-1.243, -1.304, 6.212], [-0.425, -2.191, 6.984], [-0.954, -3.997, 8.099], [-1.603, -2.494, 8.761], [-2.470, -3.869, 6.184], [-3.522, -3.321, 7.492], [-3.144, -0.996, 6.939], [-3.068, -1.712, 5.320], [0.145, -2.828, 6.292], [0.280, -1.608, 7.576], [-4.858, 9.919, -2.318], [-3.672, 10.813, -1.977], [-2.499, 9.966, -2.449], [-2.974, 9.191, -3.555], [-4.402, 9.284, -3.624], [-5.800, 10.455, -2.416], [-4.980, 9.152, -1.550], [-3.724, 11.738, -2.556], [-3.607, 11.075, -0.923], [-2.166, 9.277, -1.665], [-1.646, 10.565, -2.769], [-4.662, 9.912, -4.482], [-4.823, 8.290, -3.781]],
  "e_homo_ev": -10.56,
  "total_charge": 1,
  "e_tot_ha": -3569.4100,
  "mol_weight_da": 888.45
}